C6H9N3 as an isolated structure in a non-equilibrium geometry, computed with the ωB97M-V functional and the def2-TZVPD basis.

Summary:
Electronic energy in eV: -10829.2354
Relative energy (zero: lowest compared OMol25 entry of this formula, charge and spin) in kcal/mol: 193.5
Frontier orbital gap in eV: 7.10

Each line ends with the Löwdin charge.
Positions of all 18 atoms, in Å:
C  0.4332  0.9735  1.1826  -0.238
C  -0.5818  -1.2174  -1.4309  -0.072
C  0.8078  0.7104  -1.2754  -0.083
C  1.0554  -0.0052  0.2133  -0.209
C  -0.8968  0.4303  0.3383  -0.281
C  -0.7018  1.1042  -1.0255  -0.134
H  1.5376  -0.6154  2.6913  0.142
H  0.3804  0.7755  3.4358  0.115
H  -1.6717  -1.3317  -1.2468  0.146
H  0.0813  -2.0093  -1.8040  0.139
H  1.3631  1.5081  -1.8668  0.150
H  2.0649  -0.4674  0.0906  0.139
H  -0.4747  -1.4948  0.8049  0.207
H  -1.9040  0.5138  0.8369  0.156
H  -1.3027  1.8706  -1.4299  0.120
N  0.3872  -0.0213  2.4771  -0.177
N  -0.3018  0.0528  -2.0116  -0.053
N  -0.2756  -0.7768  0.0201  -0.067